Molecular formula: C31H69Br10N7O7
Method: DFT, ωB97M-V with the def2-TZVPD basis set

Output
ΔE to the lowest compared entry with this formula, charge and spin: 0.000 eV
Highest occupied orbital energy: -8.750 eV
E: -758453.164 eV
Net charge: 0
SMILES: CN(C)C=O.CN(C)C=O.CN(C)C=O.CN(C)C=O.CN(C)C=O.CN(C)C=O.CN(C)C=O.BrCCBr.BrCCBr.BrCCBr.BrCCBr.BrCCBr
E_LUMO: -0.32 eV

Structure (XYZ):
```
124
Properties=species:S:1:pos:R:3:forces:R:3
Br -2.55856 -5.29237 -1.62736 0.08 0.08 0.19
C -1.69327 -4.99736 0.09908 -1.17 0.49 1.08
C -0.43948 -5.74614 0.13456 1.60 -0.54 -0.40
Br 0.65102 -5.43779 1.75993 -0.54 -0.17 -0.41
H -2.39271 -5.41420 0.82374 -0.06 0.28 -0.06
H -1.54820 -3.93621 0.30158 -0.23 0.05 -0.36
H 0.21620 -5.38134 -0.65608 0.05 -0.42 0.04
H -0.63354 -6.81740 0.08139 0.36 0.12 -0.07
Br -1.56795 -1.38093 -3.11186 -0.26 -0.46 -0.54
C -2.59381 -2.68760 -4.19950 -0.81 0.12 0.07
C -3.66426 -1.91935 -4.99704 0.28 -0.35 0.44
Br -4.57740 -3.19220 -6.29461 0.78 1.11 0.94
H -3.01065 -3.35621 -3.44630 -0.14 0.19 -0.21
H -1.95070 -3.29755 -4.83392 0.27 0.49 0.03
H -3.21158 -1.03927 -5.45378 -0.04 -0.46 -0.82
H -4.42480 -1.49170 -4.34375 -0.14 -0.54 -0.08
Br -4.52514 -3.23981 1.43816 0.14 0.85 -1.09
C -4.68058 -1.54447 0.35205 -0.14 0.84 1.11
C -5.32674 -1.75229 -0.96463 -0.58 -1.22 -0.65
Br -5.39987 -0.15937 -2.15796 0.04 -0.45 0.92
H -3.76020 -0.98249 0.19338 0.41 -0.68 0.68
H -5.31690 -1.01295 1.05964 0.16 0.26 -0.46
H -6.34055 -2.12398 -0.81585 -0.04 0.24 -0.39
H -4.77019 -2.50154 -1.52763 -0.05 0.14 -0.15
Br 3.32698 5.04740 7.08314 -0.88 -0.86 -0.36
C 2.06045 3.53001 6.64166 0.76 -0.32 -0.07
C 2.89595 2.46334 5.89593 -0.51 1.24 0.51
Br 1.71158 0.97149 5.33029 0.79 0.70 0.41
H 1.28550 3.86990 5.95463 0.09 0.38 0.34
H 1.64357 3.21688 7.59888 0.09 -0.01 -0.23
H 3.74291 2.12984 6.49554 -0.32 -0.40 -0.13
H 3.26479 3.02542 5.03795 0.05 -0.74 -0.35
Br -1.81454 2.34345 4.56214 -1.40 -0.57 -0.01
C -3.55203 1.34673 4.10649 0.37 0.40 0.46
C -4.43434 2.27629 3.29735 -0.13 -0.74 -0.42
Br -5.96188 1.16941 2.60692 0.62 0.60 0.30
H -4.09264 1.06159 5.00902 0.49 0.26 0.28
H -3.20098 0.41759 3.65755 -0.10 0.39 -0.51
H -3.91834 2.70099 2.43626 -0.22 -0.10 0.06
H -4.91278 3.05041 3.89728 0.26 -0.14 -0.06
C -2.65185 -3.93802 4.66959 1.34 -0.81 -0.77
O -3.43120 -4.34878 5.49435 -0.31 0.29 0.48
N -1.33951 -3.62696 4.89127 0.38 0.33 1.10
C -0.41710 -3.02119 3.94231 -1.00 0.11 -0.59
C -0.76174 -3.57147 6.24482 0.62 -0.90 -0.98
H -2.85246 -3.97274 3.58757 -0.21 0.42 -0.04
H -0.32757 -1.95721 4.16145 0.32 0.19 0.18
H -0.78547 -3.05814 2.91711 -0.17 -0.18 0.09
H 0.55584 -3.51195 3.96788 -0.05 0.05 0.17
H -1.26799 -4.20352 6.97443 -0.53 0.75 -0.04
H 0.21318 -4.04960 6.14978 0.26 -0.13 -0.02
H -0.49863 -2.54171 6.48665 -0.64 0.09 0.59
C 4.62284 -0.03911 0.25879 -1.12 -1.13 -0.07
O 4.12816 -0.40957 -0.81154 0.70 0.66 1.16
N 4.22750 -0.47988 1.48830 -1.64 -0.62 -1.08
C 4.96278 -0.18481 2.67314 0.31 0.62 0.89
C 3.10100 -1.49396 1.73212 1.37 0.39 -0.62
H 5.42866 0.70346 0.36589 0.07 -0.02 -0.33
H 5.69847 -0.93711 2.95759 -0.31 -0.53 0.07
H 4.21897 -0.03036 3.45481 0.32 -0.13 0.37
H 5.56919 0.72032 2.63998 -0.26 0.29 -0.53
H 3.63640 -2.43043 1.88862 -0.36 -0.18 0.47
H 2.49416 -1.18547 2.58340 0.47 -0.01 0.27
H 2.38228 -1.69006 0.93644 0.51 0.54 -0.60
C 0.53218 5.36069 -2.69243 0.59 -0.11 -1.28
O 0.80417 5.41248 -3.90059 -0.52 0.20 2.33
N 1.08366 6.07154 -1.67535 -0.34 0.57 1.11
C 0.75251 5.70229 -0.22367 0.69 -0.69 -2.12
C 1.95486 7.22994 -1.90378 0.91 -0.06 0.26
H -0.19708 4.67495 -2.23401 -0.18 -0.39 -0.54
H -0.02796 6.30676 0.23845 0.62 0.48 0.10
H 1.71526 5.54952 0.26404 -0.13 1.00 0.52
H 0.38921 4.67641 -0.16286 -0.38 -0.10 -0.63
H 1.58382 8.18225 -1.52492 -0.54 -0.19 0.15
H 2.91719 7.08346 -1.41331 0.02 -0.20 0.34
H 2.26175 7.41617 -2.93297 -0.72 -0.59 -0.22
C 2.16253 -2.81430 -1.86295 -1.82 -0.62 2.13
O 1.28406 -2.54554 -0.99696 1.84 -0.18 -1.61
N 1.93699 -3.59167 -2.92102 -0.48 -0.89 -1.39
C 2.94784 -3.77140 -3.97477 -0.55 -0.18 0.86
C 0.62959 -4.19785 -3.28270 -0.03 1.14 0.65
H 3.23922 -2.61591 -1.74649 -0.26 0.69 0.10
H 2.99620 -4.84629 -4.14905 0.31 0.06 -0.30
H 3.91114 -3.39773 -3.62759 -0.05 0.00 -0.15
H 2.61859 -3.25564 -4.87682 0.19 -0.01 -0.10
H 0.22497 -3.63749 -4.12555 0.04 -0.19 -0.23
H 0.66509 -5.26206 -3.51572 0.55 0.06 -0.05
H -0.10134 -4.07193 -2.48397 0.34 0.15 0.11
C -0.72682 -0.81874 0.51007 -1.66 -0.82 1.28
O -1.58337 -1.27816 1.29147 0.88 0.12 -1.21
N 0.11219 0.14028 0.85577 1.89 1.52 -0.27
C 0.22091 0.75498 2.18938 0.36 -0.77 -0.48
C 1.00437 0.67550 -0.18804 0.31 0.00 0.00
H -0.55784 -1.12262 -0.53458 -0.42 -0.33 0.28
H 1.23378 0.63195 2.57284 0.23 0.17 -0.36
H -0.38020 0.23602 2.93600 -0.47 0.21 -0.46
H 0.01329 1.82317 2.12643 -0.23 -0.05 0.15
H 0.84534 0.19544 -1.15362 -0.50 0.00 0.11
H 0.89432 1.75463 -0.29508 -0.32 0.15 -0.01
H 2.07453 0.51125 -0.06187 -0.05 -0.23 0.72
C -1.41032 2.19409 -3.02210 -0.17 -0.25 -1.17
O -1.35717 2.29068 -4.24486 -0.20 0.16 1.32
N -2.23252 2.86148 -2.18655 -0.73 0.15 1.44
C -2.25766 2.63630 -0.72808 0.31 0.93 0.41
C -3.24654 3.86730 -2.57484 0.90 -0.93 -0.03
H -0.78426 1.47909 -2.46619 0.16 0.02 0.05
H -3.22626 2.31882 -0.34194 -0.06 -0.73 -0.44
H -2.13819 3.56730 -0.17393 -0.05 0.85 -0.45
H -1.43357 2.11650 -0.23942 -0.04 -0.93 -0.88
H -3.44494 3.81022 -3.64510 0.24 0.19 0.11
H -4.15748 3.62800 -2.02617 -0.06 0.16 -0.03
H -2.83786 4.82380 -2.24896 -0.40 0.30 -0.30
C 3.74829 2.41394 -5.19834 0.73 0.04 -1.25
O 4.80041 2.27814 -5.83520 -1.08 0.27 0.88
N 3.15914 1.46355 -4.46773 -1.03 -0.83 -0.14
C 1.95283 1.72311 -3.68170 0.76 1.01 -0.82
C 3.81082 0.20425 -4.27818 1.18 -0.07 1.18
H 3.13187 3.32588 -5.22282 0.22 0.21 -0.05
H 1.40438 2.50329 -4.20953 -0.29 -0.06 0.13
H 2.27740 2.15140 -2.73336 -0.39 -0.38 0.50
H 1.32082 0.83796 -3.60972 0.19 0.02 0.14
H 4.62172 0.09311 -4.99805 -0.33 -0.14 -0.10
H 4.26497 0.26280 -3.28903 0.41 -0.27 0.21
H 3.16890 -0.67130 -4.18101 -0.44 0.21 -0.66
```
Positions in Å, forces in eV/Å.